# 1
Formula: C10H31BClCoNO6
Source: the Open Molecules 2025 dataset
Level of theory: the ωB97M-V functional and the def2-TZVPD basis

Lowest unoccupied orbital energy (alpha / beta) in eV: -0.11 / -0.72
2S+1: 4
Molecular weight in g mol⁻¹: 366.56
Net charge: 0
<S²>: 3.757
Total energy in hartree: -2773.4853
Orbital gap (alpha / beta) in eV: 8.8 / 8.2

Structure (XYZ):
```
51
Properties=species:S:1:pos:R:3:forces:R:3:lowdin_charge:R:1
Co 1.5420 -0.2795 1.2078 -1.38 -0.71 -0.91 0.619
B 1.3197 -2.5765 1.2170 -0.88 -0.05 1.08 -0.394
H 1.3390 -3.6229 0.7320 0.23 -0.90 -0.70 -0.005
H 0.3096 -2.0463 0.9569 -1.00 0.86 -0.45 -0.054
H 1.3649 -2.6492 2.3789 0.28 -0.04 1.39 -0.027
H 2.1953 -1.9281 0.8261 2.16 1.12 -0.75 -0.063
Cl -0.6533 0.5564 0.7097 0.43 0.11 0.19 0.108
C -4.2344 2.4708 -0.9327 0.40 -0.01 0.97 -0.250
C -4.8327 1.6832 0.2498 -0.25 0.56 -0.67 -0.253
O -4.0453 1.4754 1.4034 0.31 0.12 0.05 -0.080
O -3.0481 1.9219 -1.4560 0.07 -0.36 -0.58 -0.085
H -4.0084 3.5024 -0.6205 -0.34 -0.07 -0.06 0.116
H -4.9750 2.4539 -1.7369 0.01 0.21 0.12 0.118
H -5.2626 0.7663 -0.1645 0.18 -0.31 0.26 0.114
H -5.6580 2.3061 0.5988 -0.18 -0.16 0.02 0.117
H -3.1500 1.1349 1.2525 -0.27 0.02 -0.34 0.002
H -2.5500 1.4765 -0.7698 0.28 -0.03 0.25 -0.021
C -3.0628 -2.0608 3.0298 -0.62 -0.92 -0.86 -0.235
C -3.5963 -2.2368 1.6064 0.77 0.86 -1.06 -0.222
O -2.5390 -2.4054 0.6411 -0.29 -0.12 0.19 -0.104
O -2.9326 -3.2929 3.7104 -0.31 -0.42 0.38 -0.063
H -3.8405 -1.4729 3.5292 0.55 0.25 0.39 0.117
H -2.0793 -1.5998 2.9185 -0.26 0.55 0.27 0.114
H -4.1198 -1.3034 1.3600 -0.14 -0.05 0.06 0.095
H -4.2845 -3.0505 1.3917 -0.03 -0.21 0.72 0.120
H -2.1749 -1.5315 0.4609 0.22 -0.06 0.05 -0.008
H -2.0211 -3.5100 3.9025 0.18 0.16 -0.19 0.079
C 4.4336 -1.2367 -3.9199 0.90 -1.00 0.57 -0.091
O 3.6070 -1.0906 -2.7818 0.20 -0.34 -0.54 -0.203
C 2.2717 -0.8037 -3.1172 -0.58 1.47 0.28 -0.209
C 1.5517 -0.6839 -1.7576 -0.05 -0.83 -0.27 -0.168
N 2.3574 0.0408 -0.7508 -0.04 0.64 -0.83 -0.117
C 2.3284 1.4846 -1.0339 0.02 0.35 1.25 -0.184
C 2.8577 2.2223 0.1887 0.59 0.98 0.15 -0.192
O 2.2414 1.8913 1.4409 -0.58 -1.42 -0.73 -0.304
C 2.2415 2.9454 2.3925 0.28 -0.04 -0.06 -0.063
H 4.0762 -2.0717 -4.5260 -0.34 0.48 -0.54 0.095
H 5.4085 -1.6126 -3.5942 -0.08 0.25 0.36 0.090
H 4.6404 -0.2982 -4.4326 -0.52 0.03 -0.33 0.092
H 1.7551 -1.4927 -3.7939 0.33 -0.67 0.41 0.131
H 2.2424 0.1244 -3.7122 0.06 0.24 0.33 0.121
H 1.4151 -1.7059 -1.4003 -0.06 0.07 0.16 0.110
H 0.5725 -0.2108 -1.7883 -0.02 -0.06 -0.28 0.102
H 3.3214 -0.2192 -0.9776 -0.13 -0.42 0.59 0.124
H 1.3160 1.8386 -1.2270 -0.09 -0.31 -0.05 0.117
H 2.9754 1.7599 -1.8704 -0.07 -0.02 -0.09 0.134
H 2.7144 3.2900 -0.0067 0.06 0.02 0.14 0.131
H 3.9279 2.0525 0.3504 0.09 -0.01 -0.33 0.133
H 1.9090 2.5653 3.3545 -0.06 -0.18 -0.09 0.097
H 1.5608 3.7335 2.0685 0.13 0.10 -0.01 0.102
H 3.2724 3.2962 2.4919 -0.14 0.29 0.10 0.098
```
Forces are in eV/Å.

***

# 2
Formula: C10H31BClCoNO6
Source: the Open Molecules 2025 dataset
Level of theory: the ωB97M-V functional and the def2-TZVPD basis

Lowest unoccupied orbital energy (alpha / beta) in eV: -0.36 / -0.96
2S+1: 4
Molecular weight in g mol⁻¹: 366.56
Net charge: 0
<S²>: 3.757
Total energy in hartree: -2773.4704
Orbital gap (alpha / beta) in eV: 9.0 / 8.4

Structure (XYZ):
```
51
Properties=species:S:1:pos:R:3:forces:R:3:lowdin_charge:R:1
Co -13.4888 -4.6292 17.5854 1.34 1.23 -0.31 0.583
B -12.2917 -2.6568 17.3542 0.96 0.80 0.26 -0.379
H -12.0765 -1.7739 16.6406 0.01 0.52 -1.15 -0.011
H -11.8968 -3.6876 17.0312 0.95 -1.51 -0.95 -0.078
H -11.7622 -2.4101 18.3612 0.17 0.15 1.42 -0.013
H -13.4360 -2.8007 17.4573 -2.61 0.10 0.27 -0.045
Cl -13.0677 -5.6414 15.5286 -0.67 0.09 0.70 0.167
C -16.7405 -6.8009 12.8312 -1.20 1.52 0.88 -0.235
C -16.8004 -7.2472 14.3171 0.16 0.52 -1.22 -0.248
O -15.5810 -7.6523 14.8689 0.07 -0.78 0.18 -0.094
O -17.2475 -7.7336 11.8952 0.68 -0.22 0.00 -0.058
H -15.7819 -6.3500 12.5663 0.31 -0.79 -0.24 0.099
H -17.4059 -5.9211 12.7834 -0.06 -0.10 -0.05 0.110
H -17.5204 -8.0700 14.2890 0.23 -0.26 0.65 0.112
H -17.2386 -6.4453 14.9182 -0.08 0.07 -0.02 0.110
H -14.9375 -6.9304 14.8836 -0.16 0.09 -0.02 -0.040
H -17.6826 -8.4362 12.3861 0.05 -0.05 -0.08 0.071
C -13.1163 -5.4061 11.3174 -0.30 -0.11 0.84 -0.258
C -11.9457 -6.0688 12.0260 0.87 0.28 -0.99 -0.272
O -12.3567 -7.1946 12.7662 -0.15 0.04 0.32 -0.093
O -13.8951 -6.3771 10.6492 0.01 0.09 -0.19 -0.072
H -12.7992 -4.6446 10.6065 0.13 -0.13 -0.12 0.118
H -13.7185 -4.8918 12.0828 -0.10 0.02 -0.05 0.105
H -11.3413 -5.3515 12.5915 -0.38 0.05 0.37 0.114
H -11.2442 -6.4239 11.2630 -0.18 -0.29 -0.01 0.119
H -12.6941 -6.8929 13.6240 0.09 -0.10 -0.16 -0.033
H -13.9148 -7.1574 11.2215 0.04 0.06 -0.04 0.075
C -15.2665 -2.9735 23.9123 -1.12 0.06 -0.96 -0.087
O -14.7701 -3.4578 22.6695 -0.22 -0.20 0.23 -0.212
C -15.2993 -2.6968 21.5970 0.16 -0.01 0.31 -0.219
C -15.1926 -3.4543 20.2854 -0.19 0.08 -0.28 -0.172
N -13.8547 -3.7985 19.7703 -1.00 -0.99 -0.34 -0.073
C -13.2880 -4.8676 20.5835 1.03 -0.30 1.94 -0.192
C -11.9219 -5.4241 20.1429 -2.38 0.78 -0.48 -0.151
O -11.9245 -5.3459 18.7236 0.66 -0.80 0.22 -0.335
C -10.7446 -5.9078 18.1643 1.33 0.99 -0.58 -0.082
H -14.8863 -1.9706 24.1010 0.37 -0.10 0.50 0.092
H -15.1519 -3.7183 24.6905 0.68 0.14 0.10 0.091
H -16.3540 -2.8600 23.7991 -0.03 0.06 0.16 0.083
H -14.8339 -1.7061 21.6209 0.18 0.06 -0.43 0.133
H -16.3693 -2.5245 21.7631 -0.09 -0.03 -0.02 0.120
H -15.7083 -2.8800 19.5144 -0.02 0.12 0.03 0.125
H -15.7532 -4.3803 20.4241 0.03 -0.07 -0.12 0.126
H -13.3236 -2.9359 19.6859 0.59 -0.33 0.06 0.096
H -14.0106 -5.6701 20.7519 -0.22 0.07 -0.79 0.128
H -13.1101 -4.5686 21.6271 -0.13 0.31 -0.22 0.116
H -11.9277 -6.4790 20.4156 0.73 0.10 0.42 0.137
H -11.1989 -4.7571 20.6105 0.72 -0.52 -0.41 0.139
H -9.8543 -5.4369 18.6029 -0.26 -0.22 0.60 0.106
H -10.6159 -5.5561 17.1400 -0.72 -0.49 -0.16 0.072
H -10.6783 -6.9889 18.2657 -0.30 -0.02 -0.06 0.104
```
Forces are in eV/Å.

***

# 3
Formula: C10H32BrO11
Source: the Open Molecules 2025 dataset
Level of theory: the ωB97M-V functional and the def2-TZVPD basis

Lowest unoccupied orbital energy in eV: 2.73
2S+1: 1
Molecular weight in g mol⁻¹: 408.26
Net charge: -1
Total energy in hartree: -3801.8730
Orbital gap in eV: 9.4

Structure (XYZ):
```
54
Properties=species:S:1:pos:R:3:forces:R:3:lowdin_charge:R:1
Br 0.8961 0.2759 -0.3486 -0.27 0.08 -0.17 0.258
C 2.9530 -2.1308 1.7873 0.91 0.15 -0.20 -0.257
C 3.1429 -2.8056 3.1634 -1.31 0.24 -0.97 -0.223
O 1.9525 -2.5351 3.9005 0.20 -0.47 0.26 -0.090
O 2.9575 -0.7325 2.0115 0.17 -0.12 0.69 -0.115
H 2.0532 -2.4749 1.2773 -0.62 -0.02 0.55 0.108
H 3.6899 -2.3684 1.0201 0.74 -0.25 0.32 0.107
H 3.9909 -2.4492 3.7482 0.31 0.12 -0.40 0.108
H 3.1983 -3.8847 3.0201 0.19 -0.10 0.07 0.107
H 1.5814 -1.7419 3.5071 -0.30 0.43 0.15 0.037
H 2.4440 -0.2689 1.3460 -0.32 0.03 -0.39 -0.077
C -1.6713 -1.9489 -2.9141 -0.85 1.81 1.25 -0.276
C -2.4145 -2.9858 -2.1047 1.09 0.57 1.13 -0.279
O -2.8534 -4.0153 -2.9132 -1.00 -1.20 -1.43 -0.061
O -0.3236 -2.2018 -3.0209 1.69 -1.63 -1.59 -0.064
H -1.5612 -0.9642 -2.4598 -1.75 0.24 0.73 0.095
H -2.2361 -1.7380 -3.8222 0.65 -0.47 -0.66 0.125
H -3.2400 -2.5772 -1.5219 -0.02 0.34 0.09 0.115
H -1.6708 -3.4250 -1.4397 -0.02 0.38 0.61 0.110
H -3.3188 -4.6365 -2.3483 0.03 -0.13 -0.14 0.081
H 0.0847 -1.9396 -2.1925 0.20 0.07 0.03 0.034
C 0.3478 3.5469 -3.2196 -0.54 -0.44 -0.04 -0.254
C -0.7666 2.4743 -3.3334 0.00 1.10 0.51 -0.258
O -0.3599 1.1464 -3.4558 0.46 0.07 -0.50 -0.086
O 1.1388 3.3781 -2.0848 0.72 0.06 0.81 -0.103
H -0.0894 4.5207 -2.9991 -0.51 0.10 -0.64 0.111
H 0.9572 3.6232 -4.1201 0.06 -0.14 -0.26 0.107
H -1.4451 2.7038 -4.1551 0.02 0.11 -0.08 0.114
H -1.2986 2.5618 -2.3861 -0.49 0.21 0.08 0.106
H -0.1351 0.8777 -2.5620 0.35 -0.62 0.35 -0.059
H 1.3627 2.4635 -1.8980 -0.01 -0.46 -0.09 -0.004
C 0.4911 3.6182 1.7200 -0.63 -1.75 -1.53 -0.185
C -0.5569 4.0995 0.7185 -0.03 -0.52 -0.36 -0.267
O -1.7532 4.5789 1.2793 -0.60 0.67 0.55 -0.064
O 0.0512 2.3404 2.2802 0.21 1.50 1.29 -0.131
H 0.8287 4.3220 2.4808 -0.62 -0.23 0.27 0.119
H 1.3514 3.4251 1.0791 0.36 -0.09 0.05 0.101
H -0.8655 3.2566 0.1001 0.64 -0.46 -0.05 0.097
H -0.1465 4.7850 -0.0230 0.21 0.50 0.31 0.109
H -2.4635 4.0084 0.9768 0.05 0.13 0.19 0.079
H -0.1250 1.6885 1.5978 0.47 0.11 -0.74 -0.044
C -1.6326 -0.6225 2.8948 -1.73 -0.95 -1.03 -0.290
C -1.9573 -1.9637 2.2593 2.92 -0.48 -1.80 -0.175
O -1.3224 -2.1264 0.9285 -1.40 -0.02 0.67 -0.134
O -0.3974 -0.4762 3.4723 1.27 -0.56 0.95 -0.043
H -2.4342 -0.6178 3.6333 -0.26 1.13 0.32 0.115
H -1.6228 0.1452 2.1211 -1.35 0.14 -0.17 0.113
H -3.0275 -2.1444 2.1592 0.11 0.21 -0.09 0.112
H -1.4588 -2.7719 2.7945 -0.52 -0.01 0.83 0.116
H -0.5494 -1.5599 0.8726 0.26 0.35 0.03 -0.040
H -0.3911 0.4627 3.6721 0.81 0.27 0.15 0.079
O 2.9279 -1.7833 -2.1312 0.40 -0.57 -0.16 -0.091
H 2.4372 -1.2074 -1.5450 -0.35 0.42 0.37 -0.118
H 3.2497 -1.2045 -2.8223 -0.02 0.12 -0.16 0.026
```
Forces are in eV/Å.

***

Which value of total energy does entry 2 give? -2773.4704 hartree

***

The lowest total energy belongs to which entry? C10H32BrO11

***

Among the records above, which one has the highest total energy? number 2